DFT (ωB97M-V with the def2-TZVPD basis set) results for a structure of composition C2H5NO2 at a distorted geometry.

Structure (XYZ):
```
10
Properties=species:S:1:pos:R:3:lowdin_charge:R:1
C 0.132 0.766 -0.854 0.24
C 0.479 -0.177 0.224 -0.87
N -1.088 0.114 0.518 0.19
O 0.584 -1.499 -0.254 0.01
O 1.366 0.270 1.019 -0.09
H 1.280 -1.905 0.281 0.11
H -1.286 0.812 1.222 0.10
H -1.755 -0.622 0.331 0.10
H 0.221 1.815 -0.602 0.10
H 0.069 0.427 -1.886 0.10
```

## Properties
- Multiplicity: 1
- Orbital gap: 8.33 eV
- Relative energy (zero: lowest compared OMol25 entry of this formula, charge and spin): 360.2 kJ/mol
- Highest occupied orbital energy: -0.31762 hartree
- Calculated total energy: -284.330182 hartree